Formula: C33H42Cl3N2O9S6SiSn
Source: OMol25
Level of theory: ωB97M-V/def2-TZVPD

```
! wB97M-V def2-TZVPD RIJCOSX def2/J DEFGRID3
* xyz -1 1
Sn -0.75912 0.22216 0.13055
O -1.22900 -3.97629 -0.11283
C -1.41335 -2.86837 0.36368
O -1.27921 -1.77147 -0.32102
C -1.89928 -2.72432 1.77345
C -2.74853 -3.68682 2.25463
C -3.22293 -3.59639 3.55805
C -2.81315 -2.57953 4.38779
C -1.93976 -1.61814 3.91410
C -1.45423 -1.62283 2.56954
O -0.62102 -0.76482 2.09473
N -1.54841 -0.59980 4.89330
O -1.90408 -0.76680 6.05216
O -0.90264 0.35436 4.52397
N -4.14438 -4.60289 4.06605
O -4.50327 -5.48270 3.30344
O -4.51100 -4.51562 5.22526
H -3.03528 -4.51276 1.61998
H -3.16191 -2.52556 5.40644
Cl -5.60502 5.96905 1.64080
C -4.51258 4.61210 1.55457
C -3.44592 4.64909 0.68092
C -2.58325 3.56806 0.62572
Cl -1.25470 3.65443 -0.48965
C -2.73666 2.41678 1.41979
O -1.94367 1.37762 1.43856
C -3.85479 2.44219 2.28335
Cl -4.15182 1.04845 3.26783
C -4.72643 3.50892 2.36144
H -3.27939 5.50516 0.04337
H -5.56584 3.47196 3.04056
O 0.32971 -0.76120 -2.21773
S -0.44502 -1.84936 -2.93883
C 0.33488 -3.42128 -2.43801
C 1.06859 -4.00890 -3.63973
C 1.53556 -2.82399 -4.47830
C 0.30188 -1.94277 -4.59676
H -0.43482 -4.04933 -1.99696
H 1.01511 -3.11916 -1.64177
H 0.38417 -4.62297 -4.23063
H 1.89115 -4.64994 -3.32022
H 1.91605 -3.12631 -5.45512
H 2.32952 -2.28039 -3.95888
H -0.44884 -2.38840 -5.25457
H 0.48513 -0.92124 -4.91331
C -0.72519 2.11325 -4.90874
S -2.30827 2.29605 -4.05497
C -2.79494 0.62198 -3.86744
C -3.07658 0.01202 -2.69728
S -2.98083 0.64330 -1.07477
S -3.81421 -1.57234 -2.84906
C -3.75026 -1.72253 -4.56211
S -4.20924 -3.06457 -5.40000
S -3.16107 -0.28558 -5.31757
H -0.31098 3.11627 -5.00694
H -0.84935 1.68151 -5.90151
H -0.04857 1.50958 -4.31252
C 1.55994 3.62962 1.42096
C 1.92257 2.22062 1.90286
C 0.93745 1.86341 3.01907
C 3.32775 2.30565 2.53941
Si 1.91662 0.84155 0.55031
C 2.72033 -0.80581 1.16085
C 4.25660 -0.70659 1.03853
C 2.42714 -1.18267 2.62081
C 2.25498 -1.96333 0.26704
C 2.68041 1.46663 -1.11391
C 3.95720 2.28359 -0.81729
C 1.66032 2.37746 -1.80196
C 3.11194 0.39462 -2.12699
H 1.57490 4.29228 2.29344
H 0.55758 3.67377 1.00331
H 2.25603 4.04322 0.69358
H 0.98033 2.64277 3.78825
H 1.17198 0.91782 3.49637
H -0.09115 1.79208 2.66755
H 3.29709 3.08302 3.31090
H 4.10651 2.58404 1.82905
H 3.62291 1.38200 3.03183
H 4.67625 0.09887 1.64029
H 4.59961 -0.57980 0.01446
H 4.68493 -1.64474 1.40892
H 2.92202 -0.51894 3.32919
H 2.82466 -2.18953 2.79333
H 1.36439 -1.19540 2.84018
H 2.52594 -1.80229 -0.77599
H 1.17709 -2.11182 0.31478
H 2.73292 -2.88964 0.60462
H 3.77793 3.17431 -0.22212
H 4.38128 2.61184 -1.77300
H 4.71947 1.68523 -0.31547
H 1.35358 3.21250 -1.17128
H 0.77283 1.80743 -2.07790
H 2.10021 2.79215 -2.71726
H 3.91547 -0.23815 -1.75539
H 3.50053 0.91168 -3.01339
H 2.27850 -0.22838 -2.43471
*
```

## Properties
Energy ... -172598.3061 eV
HOMO-LUMO gap ... 7.349 eV
Relative energy (zero: lowest compared OMol25 entry of this formula, charge and spin) ... 0.9633 eV